A molecular structure, C17H13N2O2PdS4. Source: OMol25; level of theory: the ωB97M-V functional and the def2-TZVPD basis.

Values from the calculation:
E_LUMO, Eh: 0.0853
HOMO level, eV: -4.74
Gap between HOMO and LUMO, eV: 7.06
Relative energy (zero: lowest compared OMol25 entry of this formula, charge and spin), kJ/mol: 130.5
Charge: -1

Geometry as XYZ:
```
39
Properties=species:S:1:pos:R:3:forces:R:3
Pd -0.4141 0.0392 0.6902 0.3424 -0.2111 -0.7075
C -4.6098 -6.3747 -3.7774 0.0022 0.0554 0.0216
C -3.9107 -5.4536 -2.8121 0.0104 -0.0818 0.0083
C -3.3669 -5.9363 -1.6271 -0.0338 -0.0195 -0.0502
C -2.7230 -5.0877 -0.7354 0.0548 -0.0104 0.0511
C -2.6247 -3.7446 -1.0359 0.0033 0.2613 -0.0018
C -3.1665 -3.2364 -2.2091 -0.0575 -0.0818 -0.1015
C -3.8018 -4.0912 -3.0932 0.0557 0.0407 0.0852
S -1.8628 -2.5894 0.0898 -0.0235 0.0334 0.0322
O -2.9431 -1.7058 0.4497 0.2246 0.0495 -0.0662
O -1.2501 -3.3704 1.1414 -0.0293 -0.2041 -0.1017
N -0.7614 -1.7426 -0.7256 -0.4755 0.1422 0.4473
C 0.3450 -2.3857 -1.2552 0.2274 -0.0950 -0.0636
C 0.3507 -3.5968 -1.9324 -0.0990 0.1564 0.0978
C 1.5213 -4.1406 -2.4837 0.2106 0.0148 -0.0425
C 2.7264 -3.4995 -2.4033 -0.0950 -0.1343 -0.0422
C 2.7873 -2.2615 -1.7319 -0.1016 0.1251 0.0629
C 3.9845 -1.5223 -1.6013 -0.0434 0.0743 0.0611
C 3.9816 -0.3315 -0.9326 0.0781 -0.0593 -0.1010
C 2.7735 0.1184 -0.3712 -0.0964 0.0878 0.0580
N 1.6514 -0.5441 -0.4731 0.0636 -0.0630 0.5002
C 1.6158 -1.7154 -1.1487 0.0617 -0.0479 -0.1497
H -4.5776 -7.4075 -3.4321 -0.0024 -0.0027 0.0037
H -4.1475 -6.3323 -4.7653 -0.0035 -0.0027 -0.0052
H -5.6569 -6.0877 -3.8932 -0.0059 -0.0248 -0.0166
H -3.4456 -6.9926 -1.3962 -0.0062 -0.0045 -0.0117
H -2.2827 -5.4545 0.1829 -0.0153 0.0031 -0.0063
H -3.0720 -2.1777 -2.4164 -0.0217 -0.0052 -0.0169
H -4.2206 -3.6992 -4.0133 -0.0043 -0.0025 -0.0055
H -0.5660 -4.1456 -2.0666 -0.0224 -0.0148 0.0128
H 1.4523 -5.0926 -2.9971 -0.0062 0.0033 0.0025
H 3.6253 -3.9172 -2.8401 -0.0089 -0.0041 -0.0060
H 4.8946 -1.9176 -2.0381 0.0032 0.0033 -0.0052
H 4.8800 0.2603 -0.8188 0.0043 -0.0113 -0.0069
H 2.7280 1.0509 0.1828 0.0151 -0.0224 0.0287
S -1.5089 4.2264 1.9440 -0.0498 -0.0952 0.1453
C -1.1730 2.6727 1.5400 0.2102 0.2594 -0.3581
S -0.0303 1.5894 2.2733 -0.1309 0.0407 -0.1801
S -1.7640 1.7928 0.1801 -0.2349 -0.1522 0.4277
```
Positions in Å, forces in eV/Å.

A gas-phase ion, C3H12NOSi (charge +1). Source: OMol25; level of theory: the ωB97M-V functional and the def2-TZVPD basis.

Values from the calculation:
E_LUMO, Eh: -0.1165
SMILES string: COC[SiH2]C[NH3+]
HOMO level, eV: -14.53
Gap between HOMO and LUMO, eV: 11.36
Relative energy (zero: lowest compared OMol25 entry of this formula, charge and spin), kJ/mol: 137.1
Charge: +1

Geometry as XYZ:
```
18
Properties=species:S:1:pos:R:3:forces:R:3
C 2.4666 -0.2486 -0.1701 0.3446 -0.0686 0.0740
O 1.0890 0.0257 -0.3874 -0.3208 -0.0365 -0.0306
C 0.6315 1.2120 0.2708 -0.1529 0.3718 -0.1992
Si -1.2089 1.4135 -0.2260 0.1691 -2.5831 1.5000
C -1.8389 -0.4947 0.5172 0.1364 2.4392 -0.7033
N -1.1060 -1.5026 -0.2951 0.1877 -0.2180 -0.1844
H 2.6706 -0.3983 0.8970 -0.0393 0.0000 -0.1296
H 3.0838 0.5752 -0.5402 -0.0855 -0.0678 -0.0017
H 2.6953 -1.1555 -0.7278 0.0788 0.0586 0.0650
H 0.7589 1.0992 1.3565 -0.1606 0.0954 -0.0638
H 1.2472 2.0660 -0.0348 -0.0265 -0.0345 -0.0206
H -1.9116 2.4468 0.5131 -0.1676 0.2581 -0.0066
H -1.3852 1.3176 -1.6727 -0.0749 0.1466 -0.1985
H -1.5413 -0.5924 1.5575 0.0928 -0.0025 -0.0144
H -2.9106 -0.6456 0.4384 -0.0183 -0.1148 -0.0545
H -1.4694 -1.5094 -1.2550 0.1576 -0.1629 0.2684
H -0.1049 -1.1580 -0.3348 -0.1696 -0.2994 -0.0969
H -1.1660 -2.4509 0.0932 0.0489 0.2185 -0.2034
```
Positions in Å, forces in eV/Å.

A molecular structure, C15H23N4PRe. Source: OMol25; level of theory: the ωB97M-V functional and the def2-TZVPD basis.

Values from the calculation:
E_LUMO (spin up / spin down), Eh: -0.2640 / -0.3412
HOMO level (spin up / spin down), eV: -13.39 / -14.62
Gap between HOMO and LUMO (spin up / spin down), eV: 6.20 / 5.33
<S²>: 3.79
Charge: +2
2S+1: 4

Geometry as XYZ:
```
44
Properties=species:S:1:pos:R:3:forces:R:3
C -0.9106 3.2771 -2.9395 -0.1440 -0.0686 -0.6657
C -1.7304 2.9257 -1.8562 -0.2439 -0.1358 -0.0899
C -1.4577 1.8293 -1.0327 0.5144 0.0569 -0.4768
C -0.3351 1.0424 -1.3538 -0.3069 1.4245 -1.2027
C 0.5494 1.4384 -2.4413 -2.6774 1.1935 -2.1424
C 0.1853 2.5111 -3.3009 0.5232 0.1787 0.8680
C -2.2120 1.6013 0.2465 0.4004 -0.1729 0.1684
C -3.5519 0.8632 0.0514 -0.8396 0.5032 0.5893
N -3.4570 -0.3701 -0.6757 -0.0152 -0.1281 0.1367
Re 1.4371 0.7437 -0.6666 2.2002 -0.8264 3.3226
C 1.6460 0.5035 -2.9019 0.7707 -1.3465 -0.8423
P 1.8269 -1.1068 -1.7297 0.3185 1.0210 -1.6814
H -2.6191 3.5361 -1.6648 0.4191 -0.0435 0.1222
H 0.8224 2.7172 -4.1692 -0.4462 0.1550 0.2976
H -1.1771 4.1437 -3.5490 0.0558 -0.2827 0.2234
H 2.5671 1.0028 -3.2210 -0.0873 -0.0531 0.1861
H 1.3025 -0.0740 -3.7814 -0.1135 0.3252 0.4743
H -1.5736 1.0495 0.9525 -0.2684 0.0817 -0.2107
H -2.4478 2.5664 0.7163 -0.0759 -0.3038 -0.0990
H -3.9746 0.6447 1.0463 0.1256 0.0536 -0.3517
C 3.4192 -1.8553 -2.0079 0.1641 -0.2755 0.2005
C 0.5505 -2.1077 -2.4856 -0.0896 -0.5202 0.3935
H -4.2453 1.5279 -0.4871 0.1953 -0.3015 0.1078
C -3.7331 -0.3876 -2.0749 0.1013 0.3407 -0.8833
C -3.1175 -1.5884 -0.0031 -0.0176 -0.7485 0.5116
H 3.2505 1.2000 0.2291 -0.4051 1.2528 0.4889
H -4.7330 -0.8127 -2.2923 0.2680 0.0351 0.3045
H -3.7173 0.6455 -2.4509 0.0400 -0.4452 0.0095
H -2.9906 -1.0128 -2.6005 -0.2835 0.1932 0.2051
H -3.4627 -2.4600 -0.5804 0.0838 0.3935 0.1753
H -2.0228 -1.6901 0.1381 -0.2843 0.2835 -0.1436
H -3.5665 -1.5965 1.0047 0.1564 0.0091 -0.4030
H 0.9274 -2.5038 -3.4335 -0.1285 -0.2253 0.2046
H 0.3411 -2.8986 -1.7581 -0.1492 -0.2724 -0.3957
H -0.3643 -1.5281 -2.6538 0.3215 0.0050 0.1241
H 3.7430 -1.7359 -3.0475 -0.0965 -0.2686 0.1360
H 4.1513 -1.3904 -1.3392 -0.1155 -0.1492 -0.1743
H 3.2974 -2.9087 -1.7269 0.3368 0.0272 -0.2519
H 3.4679 0.6048 -0.1515 0.2210 -1.0618 -0.7945
N 1.0548 0.4861 1.1642 0.2003 0.5270 1.1512
C 0.7089 0.3853 2.2989 -1.7613 -1.2010 1.6154
N 0.0616 0.0276 3.3114 1.1227 0.8042 -1.5389
C 0.1192 0.2782 4.6059 -0.2836 0.0476 2.6523
N 0.0279 0.3859 5.7696 0.2939 -0.0816 -2.3212
```
Positions in Å, forces in eV/Å.

A molecular structure, C30H25BrCl2CrF3N4O4S. Source: OMol25; level of theory: the ωB97M-V functional and the def2-TZVPD basis.

Values from the calculation:
E_LUMO (spin up / spin down), Eh: -0.0234 / -0.0192
HOMO level (spin up / spin down), eV: -8.10 / -8.10
Gap between HOMO and LUMO (spin up / spin down), eV: 7.47 / 7.58
<S²>: 0.76
Relative energy (zero: lowest compared OMol25 entry of this formula, charge and spin), kJ/mol: 0.0
2S+1: 2

Geometry as XYZ:
```
71
Properties=species:S:1:pos:R:3:forces:R:3
Cr 0.0573 -0.2724 -1.4796 -0.9059 0.8670 -1.1936
O -3.8243 2.7969 -2.9545 0.0446 -0.0413 0.0179
C -2.7647 3.4506 -3.5184 0.1714 0.1697 -0.0812
C -2.9380 4.3670 -4.5483 -0.0795 -0.0627 0.0334
C -1.8407 5.0113 -5.0961 -0.0287 -0.0048 -0.0118
C -0.5660 4.7440 -4.6238 0.1343 0.0457 0.0021
C -0.3937 3.8206 -3.6035 -0.0615 0.0260 -0.0573
C -1.4839 3.1783 -3.0363 -0.1032 -0.2457 0.1139
C -1.3057 2.1007 -1.9887 -0.2012 0.3397 0.2881
O -0.9978 0.8875 -2.5326 0.7685 -0.7047 0.3948
N -0.2263 2.4853 -1.0710 0.2157 0.3319 -0.6011
N 0.0678 1.5241 -0.1483 -0.0374 -0.0908 0.5427
C 0.3479 1.9769 1.0201 -0.1405 0.2303 -0.4072
C 0.7570 1.3167 2.2398 0.2201 -0.5391 0.3241
Br 1.2712 -0.5050 2.2176 0.0215 0.2071 -0.1424
C 0.7578 1.9915 3.3954 -0.0571 0.0454 -0.1142
C 1.1968 1.4888 4.7090 0.0989 -0.0719 0.1129
C 2.5131 1.0698 4.8954 0.0099 0.0457 -0.0083
C 2.9391 0.6314 6.1382 0.0121 -0.0334 0.0450
C 2.0531 0.5909 7.2055 -0.0193 0.0235 -0.0086
C 0.7410 1.0041 7.0269 -0.0200 -0.0336 0.0364
C 0.3178 1.4617 5.7890 -0.0171 0.0571 -0.0836
H -4.6264 3.0340 -3.4287 -0.0394 0.0103 -0.0094
H -3.9373 4.5614 -4.9242 0.0185 0.0326 -0.0047
H -1.9862 5.7176 -5.9031 -0.0016 0.0095 0.0126
H 0.2918 5.2450 -5.0525 -0.0138 -0.0235 -0.0165
H 0.5981 3.5697 -3.2479 -0.0084 0.0179 0.0016
H -2.2426 2.0407 -1.3992 0.0522 -0.1077 -0.1166
H -0.3059 3.4263 -0.7007 -0.0771 -0.0195 0.1396
H 0.2618 3.0574 1.1533 -0.0266 0.0015 0.0496
H 0.4003 3.0184 3.3723 -0.0043 -0.0089 -0.0795
H 3.2066 1.1045 4.0645 -0.0202 -0.0201 0.0034
H 3.9655 0.3174 6.2771 -0.0018 0.0084 -0.0259
H 2.3866 0.2478 8.1760 -0.0048 -0.0165 -0.0086
H 0.0435 0.9682 7.8538 0.0075 0.0265 -0.0001
H -0.7046 1.7940 5.6532 -0.0053 -0.0012 0.0106
F 5.6968 -2.1865 -0.6204 -0.0562 0.0076 -0.1469
C 4.8066 -2.2022 -1.6447 0.1706 -0.0542 0.0082
F 5.1723 -3.2291 -2.4461 0.0008 0.1225 0.0970
F 4.9804 -1.0768 -2.3365 -0.0249 -0.1323 0.0781
C 3.4162 -2.4168 -1.1214 -0.1286 -0.0623 0.1464
C 3.1570 -3.6351 -0.5152 -0.0221 0.1781 -0.1078
C 1.8902 -3.9097 -0.0198 0.0097 -0.0688 0.0644
C 0.9151 -2.9431 -0.1444 -0.0505 -0.0291 0.0428
N 1.1664 -1.7537 -0.6863 0.4233 -0.7606 0.2027
C 2.3907 -1.4623 -1.1846 0.0144 -0.0343 0.0817
S 2.4038 0.1219 -1.8466 -0.5408 0.2742 0.0210
H 3.9504 -4.3682 -0.4428 -0.0227 -0.0218 -0.0095
H 1.6623 -4.8555 0.4491 -0.0088 0.0028 -0.0130
H -0.0942 -3.1076 0.2123 0.0507 -0.0075 -0.0219
Cl 1.6561 -3.2581 -4.7586 0.0098 -0.0809 -0.0151
C -0.0854 -3.4204 -4.4922 0.0191 0.2552 0.1059
Cl -1.0131 -2.7499 -5.8511 -0.0027 -0.0261 -0.0786
C -0.5357 -2.6795 -3.2172 -0.0192 -0.1450 0.1334
O -1.4239 -3.2238 -2.5457 0.1400 0.1854 -0.0213
O 0.0520 -1.5852 -2.9942 -0.2347 0.0812 0.0482
H -0.3203 -4.4744 -4.4249 -0.0423 -0.0081 0.0472
N -1.9342 -1.0148 -0.8288 0.5110 -0.3344 0.1999
C -2.2107 -1.4635 0.5067 -0.1113 0.0233 0.2649
C -2.5712 -2.7870 0.7405 0.0939 0.0707 -0.0830
C -2.8045 -3.2189 2.0382 0.0007 -0.0121 -0.0191
C -2.6841 -2.3387 3.1031 -0.0053 -0.0014 0.0894
C -2.3314 -1.0174 2.8688 -0.0675 -0.0184 -0.0431
C -2.0968 -0.5806 1.5755 -0.1066 -0.0202 -0.1617
H -2.0103 -1.8145 -1.4783 0.0242 0.0620 -0.0513
H -2.5825 -0.2944 -1.1285 0.1089 0.0993 -0.0362
H -2.6466 -3.4679 -0.0995 -0.0443 -0.0171 0.0014
H -3.0914 -4.2475 2.2153 0.0230 -0.0023 -0.0071
H -2.8655 -2.6814 4.1136 0.0048 0.0045 -0.0123
H -2.2297 -0.3258 3.6956 0.0083 0.0005 -0.0014
H -1.8144 0.4456 1.3797 -0.0253 -0.0011 0.0383
```
Positions in Å, forces in eV/Å.

A molecular structure, CBrClN2O4. Source: OMol25; level of theory: the ωB97M-V functional and the def2-TZVPD basis.

Values from the calculation:
E_LUMO, Eh: -0.0230
HOMO level, eV: -10.92
Gap between HOMO and LUMO, eV: 10.29
Relative energy (zero: lowest compared OMol25 entry of this formula, charge and spin), kJ/mol: 11.1

Geometry as XYZ:
```
9
Properties=species:S:1:pos:R:3:forces:R:3
C 0.3860 -0.1896 -0.4967 -0.5211 -0.5001 1.3357
N -0.1334 1.2798 -0.3302 0.5571 -0.5551 -0.5057
N -0.4756 -1.1220 0.8891 0.6340 2.0565 -2.9792
O -1.0956 1.4342 0.3588 -0.6319 0.0662 0.3185
O 0.5288 2.1184 -0.8856 -0.2952 0.0158 -0.1183
O 0.0861 -0.9768 1.9132 -0.2234 -0.5341 0.7066
O -1.4982 -1.6084 0.5405 -0.0265 -0.4912 0.5017
Cl 0.0342 -0.8198 -2.0849 0.0908 0.3259 1.1354
Br 2.1678 -0.1159 0.0956 0.4162 -0.3839 -0.3946
```
Positions in Å, forces in eV/Å.